Formula: C29H38N4O2S2
Source: the OMol25 dataset
Level of theory: ωB97M-V with the def2-TZVPD basis set

- SMILES: CN(C)c1ccc([C@@H](/C=C/N2[C@H](Cc3ccccc3)C(=O)N(C)C2(C)C)SC(=S)N2CCOCC2)cc1
- HOMO energy: -0.27837 hartree
- Orbital gap: 7.84 eV
- LUMO: 0.3 eV
- Electronic energy: -2293.68770 Ha
- F_max: 1.884 eV/Å

Last column: Löwdin charge in e.
Atoms and positions in Å:
C: -3.2664 -4.0576 -1.9400  -0.176
C: -2.2266 -3.3964 -1.0606  -0.199
N: -1.7557 -2.1997 -1.7693  -0.177
C: -0.4430 -1.8348 -1.5191  -0.980
S: 0.6208 -2.9068 -0.8032  0.721
S: 0.0386 -0.2757 -2.1690  0.995
C: -2.8167 -1.1996 -1.9988  -0.155
C: -3.9336 -1.9207 -2.7545  -0.180
O: -4.3545 -3.1516 -2.1536  -0.138
H: -2.7847 -4.3535 -2.8913  0.133
H: -3.7126 -4.9318 -1.4362  0.134
H: -2.6921 -3.1512 -0.0836  0.116
H: -1.3871 -4.0913 -0.9170  0.055
H: -3.1986 -0.7931 -1.0348  0.134
H: -2.4203 -0.3843 -2.6164  0.081
H: -4.8526 -1.3148 -2.7702  0.131
H: -3.5790 -2.1137 -3.7860  0.131
C: -0.9744 2.3177 4.7162  -0.021
N: -0.7293 1.2558 3.7829  -0.037
C: -1.2094 -0.0076 4.0002  -0.375
O: -1.7954 -0.4150 4.9986  0.075
C: -0.8171 -0.8330 2.7797  -0.163
C: -2.0290 -1.0793 1.8635  -0.083
C: -2.8651 -2.2060 2.4174  -0.240
C: -2.3249 -3.4965 2.4135  -0.062
C: -3.0229 -4.5355 3.0322  -0.075
C: -4.2412 -4.2716 3.6688  -0.088
C: -4.7770 -2.9760 3.6684  -0.075
C: -4.0935 -1.9381 3.0327  -0.033
N: 0.2057 0.0122 2.1731  -0.019
C: 0.8291 -0.4162 1.0258  -0.135
C: 1.3365 0.4083 0.0951  -0.156
C: 1.6476 0.0232 -1.3186  -0.515
C: 2.5535 0.9779 -2.1039  -0.240
C: 2.9323 0.6876 -3.4207  -0.048
C: 3.7794 1.5440 -4.1294  -0.005
C: 4.4040 2.6396 -3.4711  -0.241
N: 5.3717 3.4161 -4.0750  -0.226
C: 5.2493 3.9190 -5.4260  -0.064
C: 6.3298 4.1287 -3.2593  -0.082
C: 4.0369 2.9084 -2.1361  -0.021
C: 3.1024 2.1124 -1.4845  -0.031
C: 0.0356 1.4221 2.5543  -0.468
C: -0.7876 2.1957 1.5161  0.004
C: 1.3513 2.1567 2.8434  0.009
H: -1.7589 2.0086 5.4109  0.096
H: -0.0707 2.5611 5.2887  0.092
H: -1.2844 3.2181 4.1795  0.091
H: -0.3720 -1.7948 3.0923  0.165
H: -2.6199 -0.1516 1.8058  0.117
H: -1.6692 -1.3117 0.8451  0.098
H: -1.3557 -3.6668 1.9279  0.114
H: -2.5999 -5.5416 3.0131  0.104
H: -4.7852 -5.0824 4.1568  0.100
H: -5.7256 -2.7615 4.1637  0.103
H: -4.4804 -0.9149 3.0150  0.117
H: 0.9118 -1.5171 0.9871  0.053
H: 1.5443 1.4353 0.3765  0.053
H: 2.1199 -0.9757 -1.2922  0.067
H: 2.5893 -0.2428 -3.8757  0.113
H: 4.0390 1.3480 -5.1706  0.103
H: 4.7437 3.1713 -6.0441  0.076
H: 4.6899 4.8726 -5.4547  0.093
H: 6.2595 4.1338 -5.7964  0.082
H: 6.7961 3.4383 -2.5418  0.099
H: 7.0859 4.5512 -3.9286  0.082
H: 5.8489 4.9538 -2.7101  0.082
H: 4.4672 3.7653 -1.6147  0.099
H: 2.8651 2.3924 -0.4522  0.100
H: -1.8237 1.8368 1.4742  0.085
H: -0.7934 3.2544 1.7981  0.081
H: -0.3483 2.1125 0.5195  0.074
H: 1.7239 1.8570 3.8299  0.095
H: 2.1174 1.9426 2.0989  0.070
H: 1.1512 3.2339 2.8443  0.088